C3H3NO2 | ωB97M-V/def2-TZVPD

The geometry in XYZ format:
```
9
Properties=species:S:1:pos:R:3:forces:R:3:lowdin_charge:R:1
O 0.760902 1.415176 0.533238 0.741 -0.031 -0.128 0.080
C -0.509417 -0.807043 -0.180110 0.348 -0.087 -0.131 -0.114
H 2.400416 0.783107 -0.438972 0.051 -0.380 -0.199 0.151
N -2.068168 0.960637 0.882888 0.503 -0.376 -0.318 0.167
H -0.554161 -1.647325 0.521810 0.177 0.139 -0.197 0.140
C 1.369572 0.614563 -0.117236 -0.066 0.493 0.288 -0.310
O 0.876719 -0.565226 -0.535961 -0.543 0.132 0.158 -0.009
H -1.052114 -1.071919 -1.094031 0.301 -0.027 0.127 0.140
C -1.223753 0.318033 0.428371 -1.513 0.138 0.401 -0.244
```
Positions in Å, forces in eV/Å.

The energy is -321.315035 Eh. The SMILES is N#CCOC=O. Its spin multiplicity is 1. The calculation puts the HOMO energy at -10.659 eV. For the energy above the lowest of the compared OMol25 structures with the same formula, charge and spin, the calculation gives 164.4 kJ/mol. The calculation puts the maximum force at 1.57 eV/Å.

=====

C13H26NO4P2V | ωB97M-V/def2-TZVPD

The geometry in XYZ format:
```
47
Properties=species:S:1:pos:R:3:forces:R:3:lowdin_spin:R:1
H 1.676039 -2.403397 1.153620 0.036 0.037 0.069 0.000
C -0.825994 -3.169291 -2.724161 -0.088 -0.946 -0.616 0.003
C -1.630876 -1.454126 -1.189826 0.015 -2.390 -0.922 0.034
C 0.711810 3.338375 -0.191542 0.565 -0.195 0.841 0.012
H -1.055863 -3.967131 -3.474623 0.240 0.654 0.974 -0.001
C -2.752693 -0.744348 -0.593593 2.128 -1.194 1.299 0.527
H 0.281178 5.245219 -0.968897 0.248 0.260 -0.050 0.000
H -2.980116 0.363621 2.536317 -0.097 0.300 -0.428 0.000
H -0.241301 0.063708 0.779477 -0.582 -2.314 4.272 -0.026
H 2.408703 -0.269615 -2.374709 -0.619 -0.528 0.418 0.001
H -2.878476 2.120380 2.232925 0.068 -0.565 -0.575 0.001
H 2.935892 -1.527601 2.063316 -0.071 -0.181 -0.128 0.000
O -1.086234 -3.037968 2.949300 -1.773 -0.289 -0.962 0.000
H 0.702485 5.265327 0.783345 0.149 -0.214 -0.476 0.000
P 2.318627 -0.312085 0.106440 -0.495 0.052 -1.370 0.016
H -1.503387 -3.394082 2.116145 0.853 0.430 1.213 0.000
O 0.719351 2.723406 -1.336514 -0.679 -0.926 2.072 0.015
H -2.840948 2.840352 -1.214448 0.060 -0.138 0.296 0.004
V 0.024968 0.747991 -0.391599 2.659 5.545 -1.767 1.923
H 0.019905 0.612188 3.411697 4.246 -1.845 0.394 -0.001
H 3.956564 1.304266 -0.609414 -0.002 0.056 0.018 0.000
H 1.991101 5.024121 -0.446060 -0.301 0.069 -0.084 0.001
H -2.814943 -3.121979 -1.867514 -0.002 -0.256 -0.134 0.003
C 2.129607 -1.066802 -1.640711 0.666 0.552 1.094 0.012
H -4.160507 1.629138 -0.908123 -0.163 0.377 -0.412 0.003
H 2.927171 -1.841644 -1.727129 -0.909 0.174 -0.222 0.002
H -2.832178 1.235226 -2.006193 -0.159 0.367 -0.269 0.008
H 1.289628 -2.975861 -3.334406 -0.811 0.190 0.583 0.004
C 3.953164 0.463117 0.080874 -0.007 0.023 0.134 0.006
C -3.099515 1.787408 -1.103888 -0.414 -0.085 0.098 0.056
H -1.886346 -2.905056 3.507507 0.938 -0.116 -0.275 0.000
H -4.269624 1.204680 1.584116 0.460 -0.139 0.061 0.000
O 1.065296 0.341307 3.511390 -3.203 2.297 -0.491 -0.002
C 0.938425 4.834797 -0.203225 -0.252 -0.272 0.307 0.001
C -1.813119 -2.720679 -1.868712 -0.382 1.856 -0.110 0.092
H 1.248640 -0.592733 3.569312 -0.969 -0.526 0.075 0.000
N -0.355596 -1.014359 -1.116850 1.133 -0.445 -1.200 0.075
O 0.586202 2.766562 0.954015 -0.538 -0.741 -2.777 0.004
H 4.129390 0.836179 1.094540 0.073 0.039 -0.150 0.000
P -2.272009 0.793206 0.186505 -0.772 1.444 -0.062 0.092
C 2.596494 -1.824077 1.064714 -0.045 0.064 0.263 -0.004
H -3.407815 -1.441706 -0.119740 -1.077 -0.172 -0.110 0.026
C 0.464503 -2.622589 -2.680536 0.060 -0.440 -0.230 0.088
H 4.742624 -0.241171 -0.185797 -0.029 -0.004 0.005 0.001
C -3.185602 1.149872 1.787083 0.179 -0.271 -0.240 0.002
H 3.367794 -2.431428 0.582696 -0.035 0.052 0.115 -0.001
C 0.707582 -1.610720 -1.777123 -0.304 0.353 -0.539 0.023
```
Positions in Å, forces in eV/Å.

The energy is -2493.072727 Eh. The charge is +1. Its spin multiplicity is 4. The calculation puts the HOMO energy (spin up / spin down) at -11.152 / -12.302 eV. The expectation value of S² is 3.790. The calculation puts the maximum force at 6.40 eV/Å.

=====

C3H13O5 | ωB97M-V/def2-TZVPD

The geometry in XYZ format:
```
21
Properties=species:S:1:pos:R:3:forces:R:3:lowdin_charge:R:1
C 1.514482 -0.636472 1.213392 -1.674 0.023 -0.171 -0.279
H 1.273735 -0.031161 0.295689 0.966 -0.706 0.389 0.108
H -1.355337 -0.911181 -2.281512 0.350 0.350 -0.398 -0.007
H -1.983355 2.203011 -1.655944 0.707 -0.665 0.002 0.029
H 1.646185 -1.085444 -1.564075 -0.354 0.272 -0.186 -0.041
H 0.420791 -0.199033 -2.314850 0.690 -1.450 0.146 -0.025
H 1.455017 0.803461 2.475204 0.316 -0.043 -0.027 0.077
O -1.731595 -0.444234 0.208108 -0.177 0.459 -0.776 -0.161
O -1.245231 2.494633 -1.109350 -0.369 1.539 0.641 -0.084
O -0.989869 -0.017970 -2.176901 -0.496 -0.139 0.346 -0.348
O 1.384856 -0.697089 -2.407566 -0.025 0.617 -0.122 -0.222
H -0.080215 -2.061430 1.204978 -0.805 -0.327 0.103 0.098
O 2.127520 0.163352 2.200296 -0.047 0.779 0.457 -0.095
H -1.302029 -0.207026 -0.752473 -0.538 0.116 0.764 0.024
C -0.971937 0.015566 1.265855 0.138 -1.496 0.330 -0.331
H -0.501391 0.995443 1.055271 0.225 -0.251 -0.027 0.100
H -1.590769 0.189392 2.178094 -0.086 -0.086 -0.608 0.100
C 0.080318 -1.105005 1.669093 1.406 2.609 -0.636 -0.135
H 2.225232 -1.453532 1.071025 -0.245 0.025 -0.444 0.109
H -0.478293 1.948839 -1.267741 -0.299 -0.658 -0.572 0.004
H 0.052483 -1.061588 2.740749 0.318 -0.969 0.788 0.080
```
Positions in Å, forces in eV/Å.

The energy is -498.304569 Eh. The charge is -1. Its spin multiplicity is 1. The calculation puts the HOMO energy at -5.012 eV. For the energy above the lowest of the compared OMol25 structures with the same formula, charge and spin, the calculation gives 86.8 kJ/mol. The calculation puts the maximum force at 3.03 eV/Å.

=====

C10H10BrNO | ωB97M-V/def2-TZVPD

The geometry in XYZ format:
```
23
Properties=species:S:1:pos:R:3:forces:R:3:lowdin_charge:R:1
H 0.778675 -1.994343 -1.745912 1.114 1.478 -0.347 0.144
H 0.917971 0.128114 2.514543 -1.327 0.364 0.690 0.131
H -1.430874 -0.928516 -0.433575 1.821 2.131 -0.505 0.167
H -1.219311 1.941185 2.930248 0.196 -0.679 0.071 0.120
O 3.528639 -0.661870 -1.072984 -2.174 0.745 0.590 0.055
C 0.356932 -0.115688 0.551813 1.737 -0.862 1.466 -0.199
C 2.315758 -0.538025 -0.849765 0.465 -2.625 -2.500 -0.396
H 0.577198 1.069659 -2.082216 -0.349 0.451 0.119 0.104
C -0.626865 -0.035342 -0.537648 -0.562 -0.223 -1.624 -0.149
C 1.710439 -0.335626 0.427307 -0.720 0.737 0.782 0.019
C -1.438913 -0.344564 2.804348 2.783 0.829 0.314 -0.743
H 1.881213 -0.890022 -2.924951 -1.503 -0.605 1.516 0.137
H -0.739005 -0.067066 -2.751143 1.887 0.367 1.243 0.139
Br -1.408144 -0.794475 4.688505 0.426 0.383 -0.378 0.759
C 0.098172 0.108624 -1.947608 -1.492 -2.635 -0.001 -0.181
C -0.039434 0.136894 1.962660 -1.634 0.528 1.238 -0.108
C -1.253811 1.047169 2.297975 -0.119 -0.463 -0.797 -0.096
H -1.093758 0.950816 -0.464618 -0.710 -0.356 0.450 0.107
C 1.236852 -0.955463 -1.951057 1.240 0.642 -1.405 -0.120
C -2.254342 -1.268872 2.154310 -1.058 -1.188 -1.543 -0.329
N -2.844613 -2.048235 1.540087 0.140 0.379 0.375 0.184
H -1.974547 1.159912 1.460741 0.836 0.330 0.362 0.118
H 2.465152 -0.386122 1.238818 -0.997 0.272 -0.116 0.137
```
Positions in Å, forces in eV/Å.

The energy is -3090.949186 Eh. The SMILES is N#C[C@]1(Br)C[C@@H]1C1=CC(=O)CCC1. Its spin multiplicity is 1. The calculation puts the HOMO energy at -9.406 eV. For the energy above the lowest of the compared OMol25 structures with the same formula, charge and spin, the calculation gives 308.9 kJ/mol. The calculation puts the maximum force at 3.65 eV/Å.